[1]
The following is a DFT calculation (the ωB97M-V functional and the def2-TZVPD basis) of 9 unconnected molecules or ions with the total composition C43H108N8O9 at a distorted geometry.

Kohn-Sham gap	7.92	eV
SMILES string	CC1(C)CCCC(C)(C)N1O.CC1(C)CCCC(C)(C)N1O.COC[C@H](C)N.COC[C@H](C)N.COC[C@H](C)N.COC[C@H](C)N.COC[C@H](C)N.COC[C@H](C)N.CO
energy	-76683.9777	eV
LUMO	0.0109	hartree

Geometry as ORCA input:
```
! RIJCOSX wB97M-V def2-TZVPD def2/J DEFGRID3
* xyz 0 1
C -5.8888 3.6325 0.0784
C -4.3525 3.6198 -0.1144
C -4.0811 4.6656 -1.2368
C -3.8132 4.2815 1.2120
C -3.9794 3.2970 2.3658
C -3.2669 1.9778 2.0277
C -3.5603 1.3219 0.6834
C -2.3604 0.4584 0.3163
C -4.7798 0.4149 0.7838
N -3.7134 2.3572 -0.3741
O -4.0239 1.8236 -1.6760
H -6.3772 4.5448 0.4208
H -6.4259 3.4111 -0.8477
H -6.2830 2.8447 0.7222
H -4.2022 4.1282 -2.1764
H -4.8281 5.4529 -1.1483
H -3.0624 5.0533 -1.2133
H -2.7522 4.3141 0.9569
H -4.2893 5.2561 1.3007
H -3.6905 3.7026 3.3365
H -5.0310 3.1238 2.6062
H -3.3871 1.2895 2.8667
H -2.2148 2.2104 2.2090
H -1.3822 0.9332 0.3967
H -2.4005 0.1118 -0.7175
H -2.2792 -0.4719 0.8804
H -4.4801 -0.4697 1.3449
H -5.2391 0.1247 -0.1614
H -5.5798 0.9245 1.3227
H -4.9084 1.4480 -1.6032
C -0.4356 -4.7848 3.4952
C 0.6029 -3.6801 3.0529
C -0.0918 -2.8624 1.9626
C 0.9335 -2.7547 4.2566
C 1.9201 -3.4180 5.2385
C 3.2478 -3.7351 4.5381
C 3.0657 -4.6115 3.2453
C 4.3365 -4.4647 2.3369
C 2.9694 -6.0518 3.7209
N 1.8702 -4.2105 2.4843
O 1.6655 -5.0740 1.3960
H -0.1071 -5.4333 4.3103
H -1.3831 -4.4532 3.9213
H -0.5804 -5.4898 2.6761
H -0.3509 -3.5175 1.1318
H -0.9917 -2.4973 2.4611
H 0.4592 -1.9759 1.6476
H 1.3766 -1.7945 3.9837
H 0.1179 -2.4667 4.9219
H 1.9477 -2.8936 6.1932
H 1.5092 -4.4049 5.4622
H 3.7691 -4.3666 5.2581
H 3.7931 -2.8083 4.3567
H 5.2621 -4.5522 2.9077
H 4.2936 -3.5819 1.7007
H 4.4268 -5.3670 1.7295
H 2.1307 -6.2828 4.3777
H 3.8732 -6.3951 4.2258
H 2.8634 -6.6508 2.8154
H 1.6497 -4.5458 0.5882
C 3.5955 4.9127 -1.8342
O 2.1887 4.8607 -1.6362
C 1.5765 3.6592 -2.0150
C 0.1485 3.6181 -1.4558
C 0.1342 3.4632 0.0736
N -0.6694 2.5189 -2.0314
H 3.9598 5.8371 -1.3870
H 4.0149 4.7831 -2.8333
H 4.1308 4.1573 -1.2535
H 1.6167 3.4940 -3.0945
H 2.0892 2.7845 -1.6060
H -0.4063 4.5497 -1.5839
H 0.6771 2.6004 0.4613
H -0.9071 3.3441 0.3766
H 0.5338 4.3364 0.5893
H -0.9566 2.8700 -2.9363
H -1.5399 2.4050 -1.5259
C -2.0219 1.8310 -8.8801
O -1.6810 1.5611 -7.5335
C -2.1614 2.5781 -6.6575
C -1.9830 2.2108 -5.1784
C -2.5512 0.8014 -4.8020
N -2.6166 3.2744 -4.3883
H -3.0575 2.0346 -9.1559
H -1.7411 0.8619 -9.2952
H -1.3854 2.5951 -9.3299
H -1.5708 3.4665 -6.8878
H -3.2348 2.7465 -6.7727
H -0.9018 2.2175 -5.0300
H -3.6345 0.8645 -4.6946
H -2.1328 0.4887 -3.8449
H -2.3075 0.0529 -5.5560
H -3.4838 3.5474 -4.8313
H -2.8575 3.0043 -3.4451
C 3.9114 -0.5049 2.3627
O 4.3099 0.7885 2.8137
C 5.2027 1.4287 1.8410
C 4.9365 2.9605 1.9105
C 3.5227 3.3108 1.4513
N 5.9763 3.7247 1.1838
H 3.1113 -0.4096 1.6246
H 3.4179 -0.9728 3.2142
H 4.7307 -1.0902 1.9448
H 6.2356 1.1422 2.0452
H 4.9573 1.0697 0.8391
H 4.9666 3.1943 2.9760
H 3.3987 4.3417 1.1168
H 2.6594 3.0389 2.0579
H 3.2879 2.7944 0.5156
H 5.7359 3.6134 0.2059
H 6.8337 3.1927 1.2674
C 4.4474 -1.7837 -3.8533
O 3.7744 -3.0339 -4.0965
C 2.5580 -3.1898 -3.3689
C 2.6727 -3.5346 -1.8917
C 3.2963 -4.9121 -1.6907
N 1.3641 -3.6186 -1.2040
H 3.9268 -0.9133 -4.2575
H 5.4323 -1.7895 -4.3186
H 4.5675 -1.6215 -2.7810
H 2.0566 -2.2288 -3.5144
H 1.9393 -3.8734 -3.9520
H 3.2939 -2.7721 -1.4204
H 2.7080 -5.7358 -2.0961
H 3.4770 -5.1055 -0.6338
H 4.2373 -4.9248 -2.2433
H 0.9137 -2.7157 -1.1188
H 0.6889 -4.1530 -1.7357
C 0.5341 1.2408 3.3876
O 0.7058 2.6344 3.3769
C 0.3998 3.2918 4.5899
C -1.0051 3.8610 4.6202
C -1.1542 4.9979 3.5721
N -1.3023 4.3823 5.9350
H -0.4914 0.9171 3.1918
H 0.7301 0.8818 4.3997
H 1.1801 0.8109 2.6226
H 0.5720 2.6667 5.4696
H 1.1777 4.0507 4.6902
H -1.7270 3.0693 4.4040
H -2.1287 5.4840 3.6141
H -1.0212 4.5786 2.5745
H -0.3486 5.7216 3.6980
H -1.3357 3.5830 6.5559
H -2.2489 4.7379 5.9640
C -1.1767 -2.5989 -3.3431
O -1.1396 -3.8276 -2.7019
C -2.3437 -4.5252 -2.6174
C -2.2815 -5.8939 -1.8897
C -3.5834 -6.6546 -1.9062
N -1.9274 -5.6877 -0.4651
H -1.9024 -1.9370 -2.8657
H -1.3521 -2.7749 -4.4066
H -0.2602 -2.0122 -3.2832
H -3.1314 -3.9608 -2.1093
H -2.7550 -4.6666 -3.6209
H -1.4707 -6.4200 -2.3962
H -4.0044 -6.7760 -2.9065
H -4.3880 -6.1560 -1.3643
H -3.4810 -7.6875 -1.5747
H -1.3087 -4.8852 -0.4688
H -2.7554 -5.3101 -0.0203
C 1.1821 -0.0868 -0.5566
O 0.2622 -0.2575 -1.5642
H 1.9428 0.6381 -0.8610
H 0.7053 0.2346 0.3707
H 1.8348 -0.9558 -0.4597
H -0.1253 0.5859 -1.8323
*
```

---

[2]
The following is a DFT calculation (the ωB97M-V functional and the def2-TZVPD basis) of a molecular structure, CH3LiMgO at a distorted geometry.

expectation value of S²	0.75
Kohn-Sham gap (alpha / beta)	6.45 / 9.91	eV
energy	-8774.9758	eV
LUMO (alpha / beta)	-0.1470 / -0.1671	hartree

Geometry as ORCA input:
```
! RIJCOSX wB97M-V def2-TZVPD def2/J DEFGRID3
* xyz 1 2
O 0.5349 -0.1686 -0.4393
C 1.3394 -1.0476 -0.1462
H 1.6072 -1.2048 0.9139
H 1.6531 -1.7950 -0.8950
Li 0.0064 1.5177 0.2522
Mg -3.4290 1.7021 0.2978
H -1.7119 0.9963 0.0166
*
```